No. 1
C7H13N3O4 | the ωB97M-V functional and the def2-TZVPD basis

XYZ file:
```
27
Properties=species:S:1:pos:R:3:forces:R:3:mulliken_charge:R:1
C 2.69337 -0.76715 -0.43344 0.7 -2.2 0.2 -0.262
C 2.26836 0.05400 0.78033 0.7 -1.7 -4.2 0.507
C -0.05752 0.74991 -0.31488 3.7 0.0 -2.5 0.160
C -0.91893 1.95975 -0.13279 0.2 -1.7 2.9 0.023
C -0.82474 -0.50437 -0.64884 3.0 -1.1 0.8 -1.067
C -1.45829 -1.10643 0.57367 2.7 -0.5 2.3 -0.448
C -2.86045 -1.23753 0.31058 -0.5 -2.3 -2.0 0.180
H 4.71439 -0.35122 0.02496 -1.2 0.0 -0.5 0.249
H 4.61574 -1.30339 -1.27811 -1.3 0.6 0.3 0.230
H 2.42013 -1.85540 -0.20971 0.6 1.0 0.3 0.227
H 2.07445 -0.64231 -1.28996 -0.5 0.8 -0.8 0.176
H 0.97319 1.14456 1.43925 -1.1 0.7 1.2 0.219
H 0.64463 1.06117 -1.09227 -0.6 -0.4 -1.1 0.489
H -0.10419 -1.25023 -1.03106 0.0 0.5 0.1 0.389
H -1.40869 -0.34915 -1.46719 -2.3 0.5 -2.0 0.760
H -1.23510 -0.42918 1.41402 -0.4 -0.2 -0.2 0.424
H -0.95124 -2.04103 0.89772 -0.5 0.3 -0.6 0.401
H -4.29077 0.35787 0.21757 1.3 -2.8 1.0 0.267
H -3.12254 0.53475 1.26032 1.5 0.2 0.9 0.271
H -1.92224 3.28147 -0.73969 0.3 0.4 -0.4 0.385
N 4.10159 -0.53903 -0.79537 1.2 -0.3 0.5 -0.697
N 0.94191 0.45269 0.72814 0.3 1.5 3.1 -0.104
N -3.53345 -0.21415 0.77029 -5.2 4.6 -0.9 -0.492
O 3.13757 0.24981 1.59061 -1.2 1.0 1.4 -0.629
O -1.45508 2.06215 0.94302 -0.8 0.7 0.8 -0.597
O -3.29398 -2.12096 -0.42200 -0.2 0.5 0.4 -0.624
O -1.14814 2.80340 -1.09520 -0.3 0.2 -1.1 -0.436
```
Forces are in eV/Å.

Computed properties:
HOMO	-9.3	eV
spin multiplicity	1
LUMO	0.12	eV
structure (SMILES)	NCC(=O)N[C@@H](CCC(N)=O)C(=O)O
relative energy (zero: lowest compared OMol25 entry of this formula, charge and spin)	287.1	kJ/mol
HOMO-LUMO gap	9.45	eV

=====

No. 2
C4H10NO | the ωB97M-V functional and the def2-TZVPD basis

XYZ file:
```
16
Properties=species:S:1:pos:R:3:forces:R:3:mulliken_charge:R:1
C -2.61267 -0.24785 1.36863 -0.5 -0.6 0.5 -0.181
C -1.72636 -0.14286 2.50474 0.2 2.9 -2.5 0.307
C -1.65539 1.20637 3.13303 1.3 -2.2 2.1 -0.992
C -0.95918 2.30376 2.26451 -1.6 -3.2 -2.3 -0.492
O -2.21859 3.30542 2.14379 3.9 0.7 1.9 -0.454
N -3.51446 0.64530 1.12642 1.1 0.2 -0.9 -0.374
H -2.51424 -1.13109 0.74508 -0.6 -0.2 0.1 0.396
H 12.48524 -8.52890 -15.97729 0.0 0.0 0.0 0.000
H 12.70183 -8.88950 -15.36806 0.0 0.0 0.0 0.000
H -0.95252 -0.89340 2.58659 0.0 -0.3 0.7 0.384
H 0.09811 2.37544 2.59410 -0.7 1.3 0.5 0.375
H -2.62059 1.57463 3.47362 0.0 0.0 -0.3 0.540
H -1.23146 3.50718 2.61509 -2.8 3.0 0.1 0.264
H -3.29638 1.56159 1.56409 -0.7 -0.5 0.5 0.385
H -1.04616 1.05650 4.04015 -0.2 0.4 -0.2 0.400
H -0.93718 2.29741 1.18551 0.7 -1.5 -0.3 0.443
```
Forces are in eV/Å.

Computed properties:
HOMO	-15.1	eV
spin multiplicity	1
LUMO	-8.46	eV
total charge	+1
relative energy (zero: lowest compared OMol25 entry of this formula, charge and spin)	882.6	kJ/mol
HOMO-LUMO gap	6.61	eV

=====

No. 3
C8H14N3S | the ωB97M-V functional and the def2-TZVPD basis

XYZ file:
```
26
Properties=species:S:1:pos:R:3:forces:R:3:mulliken_charge:R:1
C 0.34789 0.68430 -0.83211 0.9 -1.1 0.2 0.288
C 2.59672 0.11257 -0.13269 -1.9 2.4 1.1 0.581
C -0.99041 1.15715 -1.20994 -1.6 0.0 -1.3 -0.336
C -1.79401 1.85278 -0.07180 -1.3 -1.6 -1.1 -1.036
C -2.16837 0.80258 1.02358 0.5 1.0 -2.4 -0.520
C -2.92957 -0.24682 0.32472 -0.3 -0.4 -0.2 -0.126
C -2.57326 -1.54568 0.34457 -0.4 2.9 0.0 -0.857
C 4.74854 -1.00922 0.19448 -1.6 -0.7 -1.8 -0.728
N 2.03932 -0.85509 -0.76040 2.1 -1.1 -0.4 -0.838
N 0.87940 -0.47876 -1.24332 -2.1 2.2 1.3 0.218
N 3.77576 0.20732 0.36617 4.7 -4.1 0.2 -0.169
S 1.49278 1.49774 0.22589 -0.8 -1.2 -1.6 -0.115
H -0.85824 1.82628 -2.09120 -0.1 -0.1 0.6 0.325
H -1.63536 0.32105 -1.59194 1.0 0.4 0.2 0.368
H -1.11997 2.62961 0.22772 -0.5 1.1 0.7 0.520
H -2.85745 2.11444 -0.45574 2.3 0.6 0.2 0.331
H -1.27252 0.42543 1.39052 1.5 -0.7 1.5 0.307
H -2.76666 1.32617 1.69482 -0.8 0.7 1.7 0.369
H -3.70799 0.28463 -0.25708 -0.1 -1.3 0.0 0.347
H -1.74294 -1.67450 1.04058 -0.2 -1.2 -0.5 0.301
H 0.36661 -1.22366 -1.66305 -0.7 -0.2 -0.6 0.335
H -3.09119 -2.18887 -0.33167 0.1 -1.1 0.2 0.339
H 5.83128 -0.76216 0.07072 -1.2 0.5 -0.2 0.311
H 4.72388 -1.72744 1.03907 -0.5 0.7 -0.3 0.288
H 4.28824 -1.54444 -0.76104 1.5 0.9 2.0 0.275
H 4.24771 0.94999 0.79513 -0.3 1.5 0.5 0.222
```
Forces are in eV/Å.

Computed properties:
HOMO	-12.9	eV
spin multiplicity	1
LUMO	-4.03	eV
total charge	+1
relative energy (zero: lowest compared OMol25 entry of this formula, charge and spin)	172.2	kJ/mol
HOMO-LUMO gap	8.82	eV

=====

No. 4
C31H22N4O10Ti | the ωB97M-V functional and the def2-TZVPD basis

XYZ file:
```
68
Properties=species:S:1:pos:R:3:forces:R:3:mulliken_charge:R:1
Ti 10.86682 13.42100 10.38085 -0.2 1.0 -1.1 -0.235
O 10.26795 9.90343 12.54932 -0.9 0.5 -0.5 -0.509
C 10.59974 10.86165 11.66310 -0.9 0.3 -0.8 0.540
O 9.81823 11.75442 11.31068 0.1 -0.9 0.8 -0.228
C 11.87816 10.73833 10.98944 2.0 0.2 -1.0 -0.024
C 12.74921 9.73029 11.27296 1.0 1.1 -1.5 -0.665
C 14.05843 9.77894 10.56868 -1.3 0.2 0.4 -0.537
C 14.23335 10.68592 9.59945 0.6 0.7 -0.1 -1.400
C 13.18336 11.65348 9.20172 2.2 -0.1 -1.5 0.864
N 12.12841 11.74463 10.05178 -2.2 0.0 1.3 0.883
C 13.41690 12.41885 8.08035 -0.3 -0.9 0.7 -0.174
O 14.47331 12.23687 7.21088 1.5 0.5 1.0 -0.665
O 12.51366 13.27759 7.52296 0.0 0.9 0.0 0.165
H 9.28900 9.96189 12.65538 0.9 0.1 0.1 0.354
H 12.44832 8.99546 11.95421 0.0 -1.0 0.9 0.621
H 14.92035 9.17840 10.82019 -0.3 -0.3 0.3 0.373
H 15.25037 10.82566 9.20521 -0.7 -0.2 -0.2 0.299
H 15.12881 12.96316 7.41178 -0.8 -1.1 -0.5 0.446
C 5.71900 9.07528 10.88952 1.4 2.0 -1.2 -0.750
O 5.97662 9.06474 9.46760 -0.1 -0.7 0.5 -0.444
C 5.70752 10.10218 8.63962 0.4 -0.6 -1.8 1.175
C 5.79146 9.81308 7.21226 -0.4 3.4 2.1 -0.857
C 5.63066 10.93642 6.36119 -0.1 -1.2 0.1 -0.280
C 5.36395 12.24429 6.80838 0.5 0.0 0.4 0.155
C 5.23779 12.43315 8.16945 0.0 -0.9 -0.2 -0.401
C 5.43803 11.38516 9.06141 -0.4 0.3 0.3 -0.533
N 5.15321 13.37600 5.91037 0.4 -0.1 -0.5 -0.442
N 5.81260 14.44247 5.96942 -1.2 -0.8 -0.5 -0.573
C 6.84950 14.64388 6.89940 0.9 -1.5 0.8 -0.459
C 6.64718 15.54738 7.88472 1.1 -0.2 0.6 -0.430
C 7.46635 15.61109 9.05957 -1.9 0.5 -1.3 -1.153
C 8.51691 14.76590 9.22297 1.5 -0.4 0.7 1.332
O 9.30178 14.71543 10.27820 -0.1 -0.5 -0.5 -0.503
C 8.81139 13.84433 8.14510 -0.3 -0.4 -0.6 0.281
N 9.88032 13.01558 8.30226 -0.8 0.1 0.5 0.338
C 10.07015 12.05879 7.41265 1.1 0.2 1.3 0.190
C 9.31686 11.91596 6.27101 -0.4 -0.8 -0.2 -1.790
C 8.23537 12.71688 6.08513 0.6 1.0 -0.5 -0.499
C 7.96682 13.73069 7.01995 -0.6 0.5 0.0 0.706
H 6.48362 8.43500 11.29233 -0.2 -0.6 0.3 0.277
H 4.71246 8.85150 11.11061 -1.1 -0.9 0.2 0.322
H 5.87859 10.07651 11.32000 0.2 -0.2 -0.2 0.258
H 6.05755 8.84097 6.87402 0.0 -0.5 -0.3 0.469
H 5.69699 10.71369 5.30564 0.0 0.3 -0.2 0.338
H 4.93345 13.37019 8.55948 0.0 0.8 0.3 0.506
H 5.36210 11.62401 10.11412 0.0 -0.1 0.0 0.202
H 5.77423 16.14616 7.83565 -0.7 0.6 0.0 0.489
H 7.03857 16.28683 9.77780 0.7 0.1 0.7 0.424
H 10.90574 11.39689 7.63265 -0.1 0.1 -0.2 0.393
H 9.54493 11.10213 5.60135 0.1 0.0 -0.2 0.542
H 7.73673 12.69518 5.12958 -0.5 -0.1 0.1 0.715
O 12.74696 14.85187 13.51752 0.1 0.3 0.5 -0.655
C 12.34395 14.57381 12.42275 0.2 -0.2 -0.3 0.384
O 11.33862 13.76639 12.18468 0.0 0.1 0.7 -0.794
C 13.07343 15.04858 11.11147 -0.8 -1.0 0.6 0.777
O 14.18160 15.49865 11.22118 0.8 0.7 -0.5 -0.660
O 12.42026 14.74797 10.02992 -0.4 -0.4 0.2 -0.278
C 13.62372 17.12385 6.33001 0.7 -1.5 0.4 -0.693
C 12.53213 16.43934 5.79442 -0.2 0.8 -0.4 -0.528
C 12.24053 15.13770 6.12581 1.1 -0.1 0.9 -0.797
C 13.01524 14.50266 7.09998 -1.4 0.0 0.3 0.974
C 14.05199 15.17374 7.70497 0.6 -0.1 0.6 -0.030
C 14.41188 16.43377 7.26652 0.0 0.7 -1.1 -0.844
H 13.96943 18.06835 5.95895 -0.2 0.4 -0.1 0.409
H 11.87433 16.94646 5.10096 0.0 0.0 -0.2 0.377
H 11.44783 14.57581 5.70439 -0.8 -0.2 -0.4 0.429
H 14.53539 14.81269 8.60994 0.0 -0.4 -0.3 0.477
H 15.38337 16.84003 7.54803 -0.5 0.1 0.5 0.344
```
Forces are in eV/Å.

Computed properties:
HOMO (alpha / beta)	-3.9 / -4.0	eV
spin multiplicity	2
LUMO (alpha / beta)	1.96 / 1.96	eV
total charge	-1
relative energy (zero: lowest compared OMol25 entry of this formula, charge and spin)	0.0	kJ/mol
HOMO-LUMO gap (alpha / beta)	5.88 / 5.95	eV

=====

spin multiplicity of number 3 (C8H14N3S)? 1